No. 1
ORCA calculation (ωB97M-V/def2-TZVPD) on C6H17ClNNbO3PS as an isolated structure.

Last column: Mulliken charge in e.
Geometry (Å):
C: -1.060 3.675 1.209  -0.73
C: -0.466 2.526 0.847  0.04
Nb: -1.027 1.088 -0.801  -0.83
C: -1.799 -0.849 -0.023  -1.43
C: -0.779 -1.990 0.129  -0.38
C: -0.022 -1.921 1.458  -0.31
C: 1.315 -2.638 1.324  -0.92
S: 2.410 -2.403 2.717  1.06
O: 1.869 -1.482 3.663  -0.53
O: 2.913 -3.675 3.139  -0.58
Cl: 3.990 -1.438 1.838  -0.22
P: 0.003 2.365 -2.801  0.28
N: 1.255 1.468 -3.567  -0.70
O: -1.067 2.428 -4.070  -0.47
H: -0.770 4.247 2.094  0.25
H: -1.866 4.103 0.619  0.20
H: 0.394 2.258 1.476  0.24
H: -2.604 2.088 -0.847  -0.02
H: -1.594 0.356 -2.388  0.03
H: 0.706 0.328 -0.830  0.05
H: -2.617 -1.211 -0.647  0.39
H: -2.214 -0.591 0.964  0.42
H: -1.272 -2.968 0.044  0.42
H: -0.050 -1.938 -0.680  0.29
H: -0.613 -2.371 2.256  0.38
H: 0.161 -0.877 1.718  0.30
H: 1.206 -3.723 1.319  0.32
H: 1.839 -2.303 0.433  0.61
H: 2.122 1.681 -3.084  0.28
H: 1.106 0.470 -3.446  0.27
H: -1.468 3.299 -4.065  0.30

Computed properties:
Orbital gap = 6.098 eV
Multiplicity = 1
Total charge = -1

---

No. 2
ORCA calculation (ωB97M-V/def2-TZVPD) on C2HGaLiO2 as an isolated structure.

Last column: Mulliken charge in e.
Geometry (Å):
O: -1.974 0.001 -0.172  -0.16
C: -0.841 0.187 -0.868  -0.16
Ga: -3.253 1.057 0.082  1.04
Li: -1.193 -1.509 0.455  0.91
H: -0.926 0.215 -1.965  0.48
C: 0.588 0.659 -0.145  0.75
O: 1.545 1.201 0.196  0.15

Computed properties:
Orbital gap (spin up / spin down) = 8.892 / 7.094 eV
Multiplicity = 1
Total charge = +3

---

No. 3
ORCA calculation (ωB97M-V/def2-TZVPD) on a 2-piece molecular cluster, C2H9NS overall.

Last column: natural (NBO) charge in e.
Geometry (Å):
C: -0.682 1.867 1.478  -0.71
S: -1.371 1.131 -0.105  -0.07
H: -0.635 2.937 1.399  0.22
H: -1.436 1.627 2.238  0.21
H: 0.309 1.499 1.844  0.22
C: 1.692 -1.995 -0.006  -0.42
N: 1.512 -1.837 -1.463  -0.87
H: 2.438 -1.313 0.461  0.19
H: 0.845 -1.837 0.676  0.20
H: 1.994 -3.011 0.336  0.17
H: 0.596 -1.918 -1.931  0.38
H: 2.242 -2.302 -1.994  0.37
H: -1.068 -0.161 0.069  0.12

Computed properties:
Orbital gap = 9.861 eV
Multiplicity = 1
SMILES = CN.CS

---

No. 4
ORCA calculation (ωB97M-V/def2-TZVPD) on a 4-piece molecular cluster, C21H32F9N2O6 overall.

Last column: natural (NBO) charge in e.
Geometry (Å):
C: -0.966 -1.697 -5.327  -0.62
C: -0.819 -2.002 -3.731  -0.40
C: -0.836 -3.628 -3.539  -0.43
C: 0.584 -4.023 -2.901  -0.42
C: 0.932 -5.596 -2.929  -0.42
C: 0.413 -6.382 -4.226  -0.23
N: 1.333 -6.239 -5.425  -0.32
C: 0.796 -5.918 -6.748  -0.03
C: 2.043 -5.918 -7.670  -0.04
N: 3.161 -6.233 -6.788  -0.49
C: 2.761 -6.437 -5.416  0.22
H: -0.048 -2.087 -5.908  0.19
H: -1.116 -0.581 -5.517  0.23
H: -1.852 -2.344 -5.689  0.20
H: -1.636 -1.475 -3.135  0.23
H: 0.216 -1.573 -3.442  0.21
H: -1.016 -4.053 -4.589  0.18
H: -1.717 -3.845 -2.820  0.23
H: 0.524 -3.729 -1.781  0.23
H: 1.445 -3.373 -3.323  0.22
H: 0.491 -6.080 -1.986  0.25
H: 2.087 -5.674 -2.871  0.21
H: -0.685 -6.187 -4.497  0.25
H: 0.462 -7.511 -3.961  0.23
H: -0.292 -5.723 -7.026  0.29
H: 2.060 -5.739 -8.806  0.29
H: 4.145 -6.309 -7.114  0.46
H: 3.427 -6.718 -4.541  0.28
C: 2.759 -0.481 2.657  -0.64
C: 2.196 -1.817 2.211  -0.08
O: 0.783 -1.718 1.963  -0.48
C: 0.427 -1.164 0.786  0.69
O: 1.208 -0.759 -0.038  -0.54
C: -1.092 -1.164 0.635  0.90
F: -1.723 -0.718 1.741  -0.30
F: -1.576 -2.404 0.396  -0.32
F: -1.515 -0.387 -0.381  -0.30
H: 2.212 -0.106 3.525  0.22
H: 3.816 -0.575 2.915  0.23
H: 2.662 0.271 1.871  0.22
H: 2.325 -2.552 3.008  0.20
H: 2.716 -2.202 1.329  0.19
C: -0.398 5.539 2.129  -0.64
C: 0.008 4.425 1.183  -0.08
O: 1.378 4.573 0.777  -0.48
C: 2.306 4.166 1.669  0.69
O: 2.050 3.704 2.751  -0.53
C: 3.710 4.338 1.094  0.90
F: 3.891 5.548 0.524  -0.31
F: 3.976 3.421 0.136  -0.31
F: 4.673 4.208 2.025  -0.30
H: -0.204 6.514 1.676  0.22
H: -1.459 5.468 2.379  0.22
H: 0.177 5.500 3.057  0.23
H: -0.597 4.478 0.276  0.20
H: -0.159 3.438 1.624  0.19
C: -3.952 4.509 8.037  -0.64
C: -4.196 4.262 6.561  -0.08
O: -4.211 5.500 5.832  -0.48
C: -3.004 6.036 5.553  0.69
O: -1.951 5.539 5.882  -0.53
C: -3.164 7.320 4.740  0.90
F: -4.099 8.146 5.252  -0.30
F: -3.539 7.070 3.459  -0.31
F: -2.028 8.038 4.665  -0.30
H: -4.688 5.213 8.434  0.22
H: -4.014 3.575 8.600  0.22
H: -2.968 4.949 8.208  0.23
H: -5.177 3.803 6.424  0.20
H: -3.457 3.575 6.138  0.20

Computed properties:
Orbital gap = 8.869 eV
Multiplicity = 1
Total charge = +1

---

No. 5
ORCA calculation (ωB97M-V/def2-TZVPD) on C20H25F6N2O5P2W as an isolated structure.

Last column: Löwdin spin population.
Geometry (Å):
W: -0.837 0.018 -0.055  0.04
O: -2.044 -0.545 -1.319  0.00
C: -3.270 -1.120 -1.180  0.00
C: -4.226 -0.975 -2.153  0.00
C: -5.462 -1.581 -1.946  0.00
C: -5.733 -2.361 -0.806  0.00
C: -4.759 -2.562 0.134  0.01
C: -3.487 -1.939 -0.006  -0.01
C: -2.421 -2.389 0.771  0.01
N: -1.179 -1.868 0.687  0.00
N: -0.165 -2.776 0.808  0.06
C: 0.839 -2.332 0.138  -0.01
O: 0.726 -1.123 -0.428  -0.01
C: 2.045 -3.152 -0.067  0.14
C: 3.059 -2.763 -0.898  0.03
C: 4.146 -3.639 -1.089  0.31
C: 4.210 -4.909 -0.420  0.14
C: 3.193 -5.296 0.421  0.02
C: 2.114 -4.440 0.605  0.26
H: -4.024 -0.394 -3.042  0.00
H: -6.238 -1.451 -2.692  0.00
H: -6.707 -2.818 -0.690  0.00
H: -4.943 -3.191 0.997  0.00
H: -2.522 -3.286 1.378  0.00
H: 3.033 -1.819 -1.422  0.00
H: 4.953 -3.362 -1.758  0.01
H: 5.069 -5.547 -0.592  0.00
H: 3.224 -6.250 0.931  0.00
H: 1.300 -4.727 1.260  0.01
F: -2.078 0.352 1.254  0.00
P: -2.919 3.279 0.080  0.00
F: -2.656 4.027 -1.212  0.00
F: -4.155 2.389 0.054  0.00
F: -1.699 3.248 1.022  0.00
F: -2.124 1.890 -0.694  0.00
F: -3.600 4.414 0.850  0.00
C: 3.834 3.844 0.588  0.00
C: 2.408 4.264 0.779  0.00
O: 1.447 3.071 0.771  0.00
P: 1.700 1.599 0.463  0.00
O: 0.400 1.306 -0.869  0.00
C: 0.835 1.461 -2.336  0.00
C: 0.403 2.807 -2.828  0.00
O: 0.431 0.871 1.386  0.00
C: 0.557 0.577 2.885  0.00
C: 1.531 1.504 3.550  0.00
H: 4.445 4.749 0.604  0.00
H: 4.003 3.365 -0.379  0.00
H: 4.190 3.203 1.396  0.00
H: 2.020 4.896 -0.013  0.00
H: 2.206 4.714 1.747  0.00
H: 0.372 0.627 -2.862  0.00
H: 1.915 1.319 -2.313  0.00
H: -0.679 2.923 -2.798  0.00
H: 0.718 2.887 -3.872  0.00
H: 0.879 3.616 -2.276  0.00
H: 0.857 -0.468 2.937  0.00
H: -0.460 0.703 3.247  0.00
H: 2.550 1.388 3.173  0.00
H: 1.560 1.230 4.607  0.00
H: 1.215 2.543 3.488  0.00

Computed properties:
Orbital gap (spin up / spin down) = 6.102 / 5.700 eV
Multiplicity = 2
Total charge = +4

---

- multiplicity of number 5 (C20H25F6N2O5P2W)?
  2